[1]
The molecule C15H24N4O4 in a non-equilibrium geometry. Source: the OMol25 dataset; level of theory: wB97M-V/def2-TZVPD.

SMILES: NC(=O)c1noc([C@H](CCCC2CCCCC2)CC(=O)NO)n1
2S+1: 1
Kohn-Sham gap, eV: 9.8931
HOMO, eV: -9.5

The geometry in XYZ format:
```
47
C15H24N4O4, DFT wB97M-V/def2-TZVPD
N 1.55 -4.62 3.39
C 0.64 -4.16 4.27
O 0.39 -4.68 5.33
C -0.05 -2.94 3.77
N -1.00 -2.30 4.41
O -1.33 -1.26 3.61
C -0.56 -1.33 2.52
N 0.25 -2.35 2.57
C -0.69 -0.35 1.41
H 0.33 -0.06 1.13
C -1.36 -1.05 0.21
C -0.42 -1.78 -0.74
O -0.63 -1.90 -1.93
N 0.70 -2.27 -0.18
H 0.83 -2.43 0.81
O 1.53 -3.06 -0.99
H 1.11 -3.00 -1.87
H -2.10 -1.78 0.56
H -1.89 -0.32 -0.39
C -1.46 0.90 1.86
C -0.98 2.21 1.23
C -1.31 2.40 -0.26
H -1.42 3.47 -0.45
H -2.27 1.94 -0.47
C -0.26 1.87 -1.24
C 0.98 2.76 -1.29
C 2.02 2.19 -2.25
C 1.43 2.06 -3.65
C 0.18 1.20 -3.63
C -0.85 1.76 -2.65
H -1.72 1.11 -2.63
H -1.17 2.75 -2.98
H -0.26 1.14 -4.63
H 0.43 0.18 -3.32
H 2.17 1.63 -4.33
H 1.18 3.06 -4.03
H 2.90 2.83 -2.28
H 2.34 1.20 -1.90
H 1.42 2.86 -0.30
H 0.70 3.76 -1.62
H 0.06 0.87 -0.94
H -1.45 3.02 1.79
H 0.10 2.31 1.38
H -2.52 0.77 1.66
H -1.34 1.01 2.94
H 1.73 -4.15 2.52
H 2.08 -5.45 3.62
```

[2]
A structure of composition C3H6I2NS in a non-equilibrium geometry. Source: the OMol25 dataset; level of theory: wB97M-V/def2-TZVPD.

2S+1: 1
Kohn-Sham gap, eV: 8.1453
HOMO, eV: -13.0
Total charge: +1

The geometry in XYZ format:
```
13
C3H6I2NS, DFT wB97M-V/def2-TZVPD
C -0.33 0.65 0.87
C 1.09 1.03 0.43
C -0.20 -1.22 -0.81
N -0.98 -0.05 -0.25
S 1.65 -0.25 -0.76
I 0.05 -2.92 0.54
I -0.68 -1.81 -2.84
H 0.02 -0.13 1.56
H -0.69 1.60 1.18
H 1.08 1.94 -0.08
H 1.93 1.02 1.18
H -1.86 -0.30 0.15
H -1.08 0.45 -1.17
```

[3]
The molecule C20H23N5O3S2 in a non-equilibrium geometry. Source: the OMol25 dataset; level of theory: wB97M-V/def2-TZVPD.

SMILES: CCOC(=O)c1cnc(Nc2nc3ccccc3o2)nc1CSC(=S)N(CC)CC
2S+1: 1
Kohn-Sham gap, eV: 8.3955
HOMO, eV: -8.0

The geometry in XYZ format:
```
53
C20H23N5O3S2, DFT wB97M-V/def2-TZVPD
C 5.16 5.38 0.56
C 4.85 4.25 1.53
H 5.54 3.41 1.36
H 4.92 4.58 2.56
O 3.51 3.78 1.38
C 3.29 2.89 0.40
O 4.15 2.48 -0.33
C 1.87 2.50 0.35
C 0.88 3.24 0.98
N -0.40 2.93 0.94
C -0.72 1.85 0.22
N 0.13 1.05 -0.40
C 1.42 1.34 -0.32
C 2.35 0.40 -1.01
H 3.33 0.36 -0.52
H 2.49 0.70 -2.05
S 1.65 -1.27 -1.09
C 1.43 -1.61 0.63
N 0.87 -2.78 0.93
C 0.43 -3.70 -0.11
C -0.96 -3.37 -0.64
H -1.72 -3.53 0.12
H -1.18 -4.01 -1.49
H -1.00 -2.33 -0.96
H 0.45 -4.71 0.31
H 1.15 -3.66 -0.93
C 0.59 -3.10 2.31
C -0.68 -2.43 2.82
H -0.59 -1.35 2.73
H -0.83 -2.67 3.87
H -1.56 -2.75 2.27
H 0.50 -4.19 2.39
H 1.43 -2.77 2.92
S 1.93 -0.53 1.78
N -2.05 1.58 0.17
C -2.69 0.63 -0.58
N -2.19 -0.26 -1.36
C -3.28 -0.91 -1.88
C -3.38 -1.95 -2.80
C -4.65 -2.39 -3.12
C -5.79 -1.82 -2.56
C -5.71 -0.78 -1.65
C -4.45 -0.34 -1.33
O -4.05 0.66 -0.49
H -6.59 -0.34 -1.21
H -6.76 -2.20 -2.84
H -4.77 -3.20 -3.83
H -2.50 -2.38 -3.24
H -2.64 2.21 0.69
H 1.13 4.13 1.55
H 6.16 5.76 0.74
H 4.45 6.20 0.70
H 5.10 5.03 -0.46
```

What is the formula in the third record? C20H23N5O3S2